No. 1
DFT (wB97M-V/def2-TZVPD) results for a structure of composition C25H24ClNO4SiTi at a distorted geometry.

Atoms and positions in Å:
Ti: 0.2774 -1.4714 -0.3709
C: -2.0027 -2.7321 0.2237
C: -0.8435 -3.4039 -0.2849
C: -0.0337 -3.7396 0.8481
C: -0.6539 -3.2471 1.9849
C: -1.8682 -2.6295 1.6008
H: -2.8564 -2.4223 -0.3606
H: -0.8148 -3.9403 -1.2242
H: 0.8655 -4.3327 0.8096
H: -0.2697 -3.2981 2.9934
H: -2.5756 -2.1786 2.2817
O: 3.9939 -1.8957 0.7799
C: 2.8121 -1.6042 0.7074
O: 1.9675 -2.1188 -0.1605
C: 2.1816 -0.6112 1.6176
C: 2.9583 0.2327 2.4024
C: 2.3567 1.2296 3.1318
C: 0.9410 1.3666 3.0897
C: 0.2573 2.3721 3.7956
C: -1.1172 2.4661 3.7506
C: -1.8477 1.5538 2.9908
C: -1.2051 0.5663 2.2712
C: 0.1978 0.4436 2.2955
N: 0.8226 -0.5379 1.5583
H: 4.0297 0.0876 2.4058
H: 2.9387 1.9176 3.7334
H: 0.8364 3.0853 4.3719
H: -1.6272 3.2469 4.3026
H: -2.9293 1.6216 2.9616
H: -1.7678 -0.1170 1.6596
C: 1.1691 -3.2088 -3.6470
Si: 0.1843 -1.7281 -2.9146
C: 0.6739 -0.2193 -4.0019
C: -1.6063 -2.0831 -3.5517
H: 1.1309 -3.2034 -4.7403
H: 0.7504 -4.1584 -3.3023
H: 2.2177 -3.1843 -3.3407
H: 0.6500 -0.4713 -5.0653
H: 1.6761 0.1429 -3.7589
H: -0.0215 0.6105 -3.8398
H: -1.6404 -2.0434 -4.6447
H: -2.3189 -1.3480 -3.1660
H: -1.9581 -3.0722 -3.2443
Cl: -0.9659 6.6743 -0.0658
C: -0.7074 4.9715 -0.2942
C: 0.5869 4.4968 -0.4491
C: 0.7868 3.1419 -0.6240
C: -0.2978 2.2651 -0.6442
C: -1.5892 2.7617 -0.4831
C: -1.7989 4.1158 -0.3104
C: -0.0503 0.8225 -0.7468
O: 1.1090 0.3591 -0.8899
O: -0.9955 -0.0379 -0.6285
H: 1.4228 5.1819 -0.4230
H: 1.7805 2.7273 -0.7306
H: -2.4162 2.0640 -0.4826
H: -2.7955 4.5133 -0.1774

Multiplicity: 2
Total charge: -1
HOMO-LUMO gap (spin up / spin down) in eV: 4.67 / 7.31

No. 2
DFT (wB97M-V/def2-TZVPD) results for a structure of composition C35H41EuN6O3P3S4 at a distorted geometry.

Atoms and positions in Å:
Eu: -0.9832 -0.8035 0.0037
S: 0.2002 -0.4989 -2.4912
P: 1.2167 0.7647 -1.2445
C: 0.4321 1.1702 0.2553
P: -0.9601 2.1855 -0.0231
S: -2.5162 1.3253 -1.0070
C: -1.5801 2.5812 1.6572
C: -2.9189 2.9121 1.8660
C: -3.3887 3.1615 3.1481
C: -2.5277 3.0863 4.2364
C: -1.1887 2.7839 4.0371
C: -0.7188 2.5367 2.7518
C: -0.6838 3.8205 -0.7621
C: -1.1455 4.1472 -2.0301
C: -0.8919 5.4103 -2.5531
C: -0.1801 6.3429 -1.8111
C: 0.2810 6.0184 -0.5406
C: 0.0346 4.7590 -0.0194
C: 2.7389 -0.1556 -0.8060
C: 3.8391 -0.1713 -1.6640
C: 4.9496 -0.9520 -1.3669
C: 4.9665 -1.7386 -0.2212
C: 3.8691 -1.7405 0.6280
C: 2.7668 -0.9449 0.3360
C: 1.8892 2.1436 -2.2095
C: 1.5928 2.3276 -3.5520
C: 2.1536 3.3957 -4.2442
C: 3.0011 4.2770 -3.5919
C: 3.2942 4.0987 -2.2425
C: 2.7365 3.0362 -1.5494
H: -3.5943 2.9543 1.0217
H: -4.4340 3.4087 3.2992
H: -2.9001 3.2721 5.2371
H: -0.5094 2.7486 4.8818
H: 0.3283 2.3404 2.5722
H: -1.7092 3.4197 -2.5997
H: -1.2546 5.6663 -3.5417
H: 0.0178 7.3262 -2.2221
H: 0.8286 6.7499 0.0420
H: 0.3860 4.5022 0.9742
H: 3.8228 0.4254 -2.5684
H: 5.8053 -0.9498 -2.0329
H: 5.8352 -2.3474 0.0074
H: 3.8672 -2.3589 1.5191
H: 1.9239 -0.9387 0.9986
H: 0.9317 1.6314 -4.0537
H: 1.9258 3.5398 -5.2935
H: 3.4348 5.1118 -4.1309
H: 3.9554 4.7902 -1.7347
H: 2.9528 2.8890 -0.4968
C: -5.7898 -2.7507 -2.6003
C: -5.5661 -2.3651 -1.1849
N: -6.4314 -2.4151 -0.2324
N: -5.7358 -1.9720 0.8693
C: -4.4618 -1.6574 0.6378
S: -3.2991 -1.1246 1.7277
N: -4.3502 -1.9100 -0.6917
N: -3.1691 -1.7070 -1.3971
H: -6.8464 -2.9687 -2.7392
H: -5.2152 -3.6436 -2.8568
H: -5.5014 -1.9460 -3.2788
H: -6.1958 -1.9035 1.7607
H: -3.2590 -0.8856 -1.9778
H: -2.9482 -2.5154 -1.9618
C: -1.1503 -4.9173 -2.7261
O: -1.1466 -3.7115 -1.9292
P: -0.1776 -3.5550 -0.6365
O: 1.2351 -4.1310 -1.1309
C: 2.0900 -3.5104 -2.1177
O: -0.6505 -4.8623 0.1637
C: 0.1321 -5.5579 1.1550
H: -1.3164 -4.6222 -3.7584
H: -1.9488 -5.5733 -2.3876
H: -0.2018 -5.4398 -2.6449
H: 2.7730 -4.2862 -2.4546
H: 2.6523 -2.6928 -1.6772
H: 1.5102 -3.1361 -2.9570
H: -0.4378 -6.4393 1.4301
H: 0.2880 -4.9315 2.0298
H: 1.0902 -5.8578 0.7324
C: 1.5235 -2.8964 5.1916
N: 1.6744 -1.6017 4.5373
C: 2.5054 -0.5628 4.9577
C: 2.3811 0.4324 4.0637
N: 1.4809 -0.0125 3.1098
C: 1.0482 -1.2522 3.3980
S: -0.0471 -2.1747 2.4860
H: 1.8486 -2.8059 6.2239
H: 2.1215 -3.6521 4.6864
H: 0.4789 -3.1952 5.1635
H: 3.0966 -0.6323 5.8555
H: 2.8604 1.3961 4.0100
H: 1.1638 0.4861 2.2819

Multiplicity: 7
Total charge: +1
HOMO-LUMO gap (spin up / spin down) in eV: 7.00 / 8.46

No. 3
DFT (wB97M-V/def2-TZVPD) results for an isolated molecule of C3H5N3.

Atoms and positions in Å:
N: 1.0558 -0.8639 1.2905
C: 0.2129 -0.2416 0.3327
C: -1.1864 -0.0097 0.3092
N: -1.5650 0.6147 -0.7993
N: -0.4210 0.7998 -1.4820
C: 0.6608 0.2930 -0.8527
H: 0.6013 -1.6467 1.7433
H: 1.3521 -0.2116 2.0079
H: -1.9327 -0.2862 1.0474
H: -0.4239 1.2552 -2.3816
H: 1.6586 0.3298 -1.2641

SMILES string: Nc1cn[nH]c1
Multiplicity: 1
HOMO-LUMO gap in eV: 9.91

No. 4
DFT (wB97M-V/def2-TZVPD) results for an isolated molecule of C5H4 at a distorted geometry.

Atoms and positions in Å:
C: 0.1477 -0.4827 1.9761
C: 0.8563 -1.0782 2.8431
C: -0.4035 -0.2301 0.7757
C: 0.3219 0.0279 -0.4069
C: -0.0733 0.6132 -1.5021
H: -1.4882 -0.2418 0.5521
H: 1.3799 -0.3469 -0.2871
H: 0.5219 1.0282 -2.3503
H: -1.2627 0.7103 -1.6007

Multiplicity: 1
HOMO-LUMO gap in eV: 8.16

No. 5
DFT (wB97M-V/def2-TZVPD) results for a cluster of 2 separate species, C5H12O in total at a distorted geometry.

Atoms and positions in Å:
C: 0.3755 -2.3103 0.9185
C: 0.2562 -1.8873 -0.3772
O: 1.2859 -1.6749 -1.3519
H: -0.4272 -2.9268 1.3057
H: 1.2644 -2.3157 1.4670
H: -0.6991 -2.0404 -0.7844
H: 1.3771 -0.7041 -1.4306
C: -1.5224 1.5979 0.4121
C: -0.3409 1.3688 -0.6190
C: 1.0602 0.9073 0.1139
H: -2.4952 1.6723 -0.0509
H: -1.6212 0.7267 1.1497
H: -1.5370 2.5173 0.9619
H: -0.4702 0.4916 -1.2030
H: -0.2289 2.2401 -1.3800
H: 1.3169 1.4895 0.9156
H: 1.6010 0.8631 -0.7193
H: 0.8050 -0.0150 0.6721

SMILES string: C=CO.CCC
Multiplicity: 1
HOMO-LUMO gap in eV: 10.70

No. 6
DFT (wB97M-V/def2-TZVPD) results for an isolated molecule of C3H4O2 at a distorted geometry.

Atoms and positions in Å:
O: 2.4007 -0.2393 0.0007
C: 1.2163 -0.2258 -0.0605
C: -0.0308 0.7854 -0.0494
C: -0.8704 -0.4460 0.0210
O: 0.2937 -1.2629 -0.0562
H: -0.1997 1.4325 -0.9818
H: 0.0188 1.3114 0.9476
H: -1.2734 -0.5971 0.9796
H: -1.5552 -0.7582 -0.8010

SMILES string: O=C1CCO1
Multiplicity: 1
HOMO-LUMO gap in eV: 11.38

No. 7
DFT (wB97M-V/def2-TZVPD) results for a structure of composition C2HCl2FS at a distorted geometry.

Atoms and positions in Å:
C: 0.0387 -0.1054 0.3703
C: -0.3782 0.5535 -1.0472
H: 0.0763 1.5154 -1.2211
F: -0.6349 -1.3124 0.6134
S: -1.2604 -0.3591 -2.0296
Cl: 1.8669 -0.2904 0.3945
Cl: -0.2292 1.0759 1.5018

Multiplicity: 1
HOMO-LUMO gap in eV: 8.45

No. 8
DFT (wB97M-V/def2-TZVPD) results for a structure of composition C52H33CsN5O at a distorted geometry.

Atoms and positions in Å:
Cs: -0.1362 -0.6033 0.1861
C: 5.4894 1.2053 -5.3535
C: 5.2720 2.4437 -4.7629
C: 4.2774 2.5950 -3.8054
C: 3.4845 1.5151 -3.4255
C: 3.7170 0.2757 -4.0172
C: 4.7094 0.1202 -4.9763
C: 2.4245 1.6736 -2.3742
C: 2.9242 1.6934 -1.0195
C: 4.3116 1.3792 -0.6173
C: 4.3140 1.3014 0.7321
C: 2.9255 1.5523 1.1635
N: 2.1963 1.8237 0.0688
C: 2.4270 1.4140 2.4730
C: 1.0691 1.3378 2.9338
C: 0.6671 1.3095 4.3369
C: -0.6906 1.2519 4.3476
C: -1.1127 1.2244 2.9508
C: -2.4592 1.1937 2.4767
C: -3.5259 1.1250 3.5256
C: -3.7436 -0.0419 4.2545
C: -4.7374 -0.0957 5.2229
C: -5.5236 1.0209 5.4787
C: -5.3095 2.1887 4.7592
C: -4.3172 2.2382 3.7887
C: -2.9072 1.2109 1.1414
N: -2.1240 1.3272 0.0305
C: -2.9187 1.2570 -1.0390
C: -2.4815 1.3062 -2.4105
C: -3.5403 1.0565 -3.4450
C: -3.7091 -0.2163 -3.9830
C: -4.6933 -0.4616 -4.9325
C: -5.5261 0.5669 -5.3527
C: -5.3683 1.8399 -4.8189
C: -4.3806 2.0809 -3.8723
C: -1.1890 1.4722 -2.8814
C: -0.6839 1.1938 -4.2063
C: 0.6706 1.2858 -4.1826
C: 1.1077 1.6276 -2.8422
N: -0.0767 1.7751 -2.1251
C: -4.3070 1.0606 -0.6235
C: -4.3002 1.0419 0.7304
N: -0.0275 1.2662 2.1516
C: 3.4850 1.2572 3.5257
C: 3.8641 -0.0071 3.9678
C: 4.8450 -0.1504 4.9407
C: 5.4511 0.9728 5.4896
C: 5.0736 2.2373 5.0574
C: 4.0972 2.3766 4.0790
H: 6.2658 1.0845 -6.0989
H: 5.8781 3.2947 -5.0484
H: 4.1074 3.5587 -3.3398
H: 3.1178 -0.5734 -3.7099
H: 4.8769 -0.8524 -5.4222
H: 5.1441 1.2056 -1.2829
H: 5.1466 1.0430 1.3689
H: 1.3295 1.3449 5.1889
H: -1.3397 1.2333 5.2101
H: -3.1297 -0.9114 4.0525
H: -4.8988 -1.0124 5.7762
H: -6.2983 0.9805 6.2342
H: -5.9155 3.0651 4.9526
H: -4.1477 3.1464 3.2227
H: -3.0647 -1.0189 -3.6435
H: -4.8112 -1.4590 -5.3377
H: -6.2960 0.3765 -6.0902
H: -6.0147 2.6473 -5.1404
H: -4.2547 3.0719 -3.4522
H: -1.2966 0.8987 -5.0433
H: 1.3397 1.0764 -5.0016
H: -5.1572 0.9448 -1.2780
H: -5.1439 0.9022 1.3880
H: 3.3856 -0.8797 3.5395
H: 5.1332 -1.1409 5.2699
H: 6.2139 0.8626 6.2504
H: 5.5405 3.1186 5.4798
H: 3.8017 3.3607 3.7345
O: 0.0931 2.4274 -0.0667
N: -0.1402 2.9259 -1.0713
C: 0.2018 -3.4245 -0.3785
C: 0.1725 -4.6611 -0.3395
C: 0.1386 -6.0951 -0.2953
C: 1.1611 -6.8680 -0.8657
C: 1.1324 -8.2546 -0.8204
C: 0.0805 -8.9216 -0.2039
C: -0.9436 -8.1735 0.3656
C: -0.9156 -6.7869 0.3206
H: 1.9815 -6.3509 -1.3465
H: 1.9401 -8.8199 -1.2709
H: 0.0593 -10.0036 -0.1670
H: -1.7733 -8.6751 0.8504
H: -1.7144 -6.2063 0.7639

Multiplicity: 1
Total charge: -1
HOMO-LUMO gap in eV: 5.66

No. 9
DFT (wB97M-V/def2-TZVPD) results for a cluster of 2 separate species, C3H2Br2N2O in total at a distorted geometry.

Atoms and positions in Å:
N: -0.0950 0.0406 2.7526
C: -0.5201 -0.1438 1.6654
C: -0.9634 -0.2228 0.4008
Br: -1.3568 -1.9779 -0.4732
Br: -1.9848 1.2236 -0.2680
H: 0.7657 0.2548 3.2951
N: 0.8783 0.6569 -2.2761
C: 1.3214 -0.1408 -1.5302
O: 1.8355 -0.8721 -0.7907
H: 0.1192 1.1814 -2.7757

SMILES string: N=C=C(Br)Br.N=C=O
Multiplicity: 1
HOMO-LUMO gap in eV: 8.50

No. 10
DFT (wB97M-V/def2-TZVPD) results for a cluster of 3 separate species, C4H13NO2 in total at a distorted geometry.

Atoms and positions in Å:
N: 0.9359 -1.0287 0.1463
C: -0.2338 -1.6894 0.8016
C: -1.4486 -0.8696 0.2604
C: -0.9831 -0.3035 -1.0824
C: 0.5291 -0.5760 -1.1844
H: 1.6330 -1.7787 0.2112
H: -0.2578 -1.7465 1.8988
H: -0.4111 -2.6989 0.3480
H: -1.4928 -0.0562 0.9776
H: -2.3184 -1.5180 0.1642
H: -1.2150 0.7565 -1.1189
H: -1.5216 -0.7812 -1.8930
H: 0.9956 0.3322 -1.5669
H: 0.8200 -1.3064 -1.9539
H: 1.6119 0.3301 0.8166
H: 1.5668 2.2336 0.7178
O: 1.7668 1.2969 0.7763
H: 0.0635 2.3349 0.3220
H: 0.2730 3.9124 0.7269
O: -0.3134 3.1564 0.6317

Multiplicity: 2
Total charge: +1
HOMO-LUMO gap (spin up / spin down) in eV: 11.68 / 5.79

No. 11
DFT (wB97M-V/def2-TZVPD) results for an isolated molecule of C27H30O6.

Atoms and positions in Å:
C: -9.7918 -0.8736 -0.0921
C: -8.3131 -1.0531 -0.2409
C: -7.8625 -2.3328 -0.8851
C: -7.4475 -0.1360 0.1722
C: -5.9595 -0.2645 0.0487
O: -5.3753 0.9110 0.5713
C: -4.0294 1.0378 0.5701
C: -3.1300 0.0893 0.0872
C: -1.7730 0.3370 0.1418
C: -1.2617 1.5258 0.6669
C: 0.1707 1.7210 0.6888
C: 0.8214 2.8432 1.0340
C: 2.2745 3.0002 0.9381
O: 2.7695 4.1155 0.8300
C: 3.0964 1.7689 1.0183
C: 2.7944 0.8919 2.0708
C: 3.5473 -0.2206 2.3421
C: 4.6570 -0.5197 1.5421
O: 5.3448 -1.6355 1.8758
C: 6.4628 -2.0183 1.0923
C: 6.1722 -2.3324 -0.3514
C: 5.0879 -2.9274 -0.8352
C: 4.9192 -3.1492 -2.3080
C: 3.9357 -3.3906 0.0030
C: 4.9605 0.3195 0.4863
C: 4.1977 1.4578 0.2101
O: 4.6526 2.1186 -0.8912
C: 3.8976 3.1045 -1.5387
C: 2.5300 2.6167 -1.9729
O: 2.1053 1.5019 -1.8366
O: 1.8334 3.5961 -2.5546
C: -2.1773 2.4693 1.1513
C: -3.5288 2.2307 1.1054
H: -10.0275 0.0753 0.3812
H: -10.2081 -1.6800 0.5111
H: -10.2734 -0.9080 -1.0690
H: -7.2196 -2.8965 -0.2094
H: -7.2873 -2.1261 -1.7873
H: -8.7130 -2.9537 -1.1520
H: -7.7777 0.7812 0.6345
H: -5.6720 -0.3950 -1.0069
H: -5.6033 -1.1459 0.6061
H: -3.4769 -0.8432 -0.3301
H: -1.0864 -0.4061 -0.2376
H: 0.7555 0.8719 0.3567
H: 0.2942 3.7508 1.2937
H: 1.9537 1.1279 2.7061
H: 3.3069 -0.8742 3.1648
H: 6.8470 -2.9088 1.6051
H: 7.2330 -1.2374 1.1460
H: 6.9575 -2.0326 -1.0326
H: 4.8080 -4.2123 -2.5197
H: 5.7691 -2.7688 -2.8681
H: 4.0177 -2.6449 -2.6545
H: 4.2331 -3.5670 1.0321
H: 3.1526 -2.6313 0.0025
H: 3.5161 -4.3062 -0.4102
H: 5.7843 0.1217 -0.1786
H: 3.7698 4.0079 -0.9254
H: 4.4691 3.3685 -2.4343
H: 0.9544 3.2797 -2.8185
H: -1.8222 3.3957 1.5744
H: -4.2357 2.9543 1.4800

SMILES string: CC(C)=CCOc1ccc(/C=C/C(=O)c2ccc(OCC=C(C)C)cc2OCC(=O)O)cc1
Multiplicity: 1
HOMO-LUMO gap in eV: 8.22

No. 12
DFT (wB97M-V/def2-TZVPD) results for a structure of composition C35H37IrNO2P2 at a distorted geometry.

Atoms and positions in Å:
Ir: 0.0232 0.4063 1.7782
C: -1.9051 1.0624 -2.5415
C: -1.8955 -0.2626 -2.3481
C: -1.2790 -1.2338 -3.3033
C: 0.0805 -0.8154 -3.9232
C: 0.9970 -0.0132 -3.0374
C: 0.9524 1.3043 -2.8305
C: 0.0639 2.2540 -3.5853
C: -1.3845 1.7581 -3.7570
C: 1.2796 0.2607 3.4559
H: -2.4376 1.7331 -1.8675
H: -2.6122 -0.7239 -1.6578
H: -1.9978 -1.3988 -4.1246
H: -1.1448 -2.2065 -2.8064
H: 0.6170 -1.7541 -4.1346
H: -0.1035 -0.3488 -4.9036
H: 1.8462 -0.5920 -2.6554
H: 1.7345 1.7935 -2.2567
H: 0.4870 2.4442 -4.5918
H: 0.0385 3.2319 -3.0707
H: -2.0181 2.6431 -3.9154
H: -1.4784 1.1471 -4.6636
H: 1.0505 1.0997 4.1291
H: 2.3615 0.2756 3.2476
H: 1.0199 -0.6846 3.9484
P: -1.3463 -0.9171 0.5764
P: 1.9344 -0.0792 0.8216
C: -0.0383 -1.6728 -0.4060
C: 1.2707 -1.2766 -0.3481
C: -2.3796 -2.3352 1.0045
C: -2.7985 -3.2455 0.0088
C: -3.6190 -4.3263 0.3648
C: -3.9949 -4.5116 1.7076
C: -3.5602 -3.6053 2.6937
C: -2.7418 -2.5251 2.3507
C: -2.6396 0.4938 0.3451
C: -2.1660 1.8230 0.3783
C: -3.0376 2.8939 0.1769
C: -4.4051 2.6499 0.0164
C: -4.8883 1.3342 0.0808
C: -4.0153 0.2554 0.2708
C: 3.3712 -1.0115 1.4596
C: 3.1298 -2.2450 2.0913
C: 4.2003 -3.0831 2.3975
C: 5.5074 -2.6849 2.1116
C: 5.7501 -1.4085 1.5982
C: 4.6882 -0.5619 1.2887
C: 2.6098 1.6266 0.5545
C: 2.3420 2.6262 1.4994
C: 2.6591 3.9565 1.2198
C: 3.2018 4.2951 -0.0216
C: 3.5028 3.2991 -0.9525
C: 3.2895 1.9523 -0.6253
H: -0.3000 -2.5897 -0.9360
H: 2.0421 -1.7938 -0.9204
H: -2.4917 -3.1039 -1.0308
H: -3.9632 -5.0327 -0.4002
H: -4.6109 -5.3760 1.9917
H: -3.8604 -3.7548 3.7389
H: -2.4051 -1.8077 3.1083
H: -1.0858 2.0376 0.4890
H: -2.6229 3.9075 0.1449
H: -5.0987 3.4914 -0.1075
H: -5.9587 1.1371 0.0041
H: -4.3979 -0.7692 0.3508
H: 2.1107 -2.5609 2.3153
H: 4.0135 -4.0600 2.8434
H: 6.3439 -3.3582 2.2956
H: 6.7672 -1.0666 1.4198
H: 4.8702 0.4342 0.8900
H: 1.8434 2.3607 2.4338
H: 2.4618 4.7268 1.9695
H: 3.3741 5.3492 -0.2641
H: 3.8847 3.5633 -1.9357
H: 3.5988 1.1539 -1.2910
O: -2.0863 0.4424 3.6278
N: -1.3011 1.1649 2.9936
O: -1.2498 2.4080 3.0213

Multiplicity: 6
Total charge: +2
HOMO-LUMO gap (spin up / spin down) in eV: 5.59 / 4.71

No. 13
DFT (wB97M-V/def2-TZVPD) results for an isolated molecule of C10H10O2 at a distorted geometry.

Atoms and positions in Å:
C: 1.6904 2.1383 -2.7936
C: 0.6877 1.9995 -1.9613
C: -0.1901 0.6630 -2.0369
C: -0.0048 0.0377 -0.7050
C: 1.1680 -0.0679 -0.0231
C: 1.2006 -0.7713 1.2299
C: -0.0012 -1.0921 1.7741
C: -1.2534 -1.0190 1.1095
C: -1.2654 -0.4346 -0.1167
O: -2.2441 -1.4362 1.9526
C: -1.5715 -1.7212 3.1960
O: -0.1740 -1.7282 3.0167
H: 2.0395 1.3540 -3.5155
H: 2.2835 3.0238 -2.6314
H: 0.3387 2.7907 -1.2994
H: 0.1966 -0.0366 -2.7678
H: -1.2189 0.9752 -2.3022
H: 2.1408 0.3132 -0.4902
H: 2.1319 -0.9343 1.7676
H: -2.2385 -0.4309 -0.6384
H: -1.9224 -0.8462 3.7216
H: -1.7933 -2.7768 3.5136

SMILES string: C=CCc1ccc2c(c1)OCO2
Multiplicity: 1
HOMO-LUMO gap in eV: 9.11